Density functional theory data (ωB97M-V with the def2-TZVPD basis set) for one molecule with the formula C6H9NOSi in a non-equilibrium geometry.

## Properties
- charge = 0
- E (hartree) = -653.27307
- Kohn-Sham gap (alpha / beta) (eV) = 8.335 / 6.631
- LUMO energy (alpha / beta) (eV) = 0.22 / -0.57
- HOMO (alpha / beta) (Eh) = -0.2984 / -0.2646
- largest force on an atom (eV Å⁻¹) = 4.9

Structure (XYZ):
```
18
Properties=species:S:1:pos:R:3:mulliken_charge:R:1
C 0.58 -1.61 0.04 0.32
H -1.09 2.29 -0.78 0.28
C -0.83 -1.93 0.40 -0.40
C -0.57 1.32 -0.67 -0.55
Si 2.24 1.04 0.19 0.41
O 2.50 -0.46 -0.64 -0.26
H -0.88 -2.13 1.55 0.22
H -0.08 1.22 -1.58 0.34
C 0.44 1.22 0.37 -0.81
C -1.66 0.33 -0.34 -0.36
H 3.06 0.87 1.40 -0.14
H -2.84 -1.11 0.39 0.45
C -1.88 -0.89 0.14 -0.38
H -1.22 -2.78 -0.08 0.37
H 0.00 1.55 1.19 0.56
H -2.55 0.82 -0.32 0.31
H 3.05 1.83 -0.86 -0.15
N 1.72 -1.58 -0.39 -0.21
```